A structure of composition C48H39N7OPY. Source: the Open Molecules 2025 dataset; level of theory: wB97M-V/def2-TZVPD.

Computed properties:
- total charge = +4
- HOMO-LUMO gap (alpha / beta) (eV) = 5.12 / 5.12
- LUMO energy (alpha / beta) (eV) = -12.332 / -12.328
- ΔE to the lowest compared entry with this formula, charge and spin (kJ/mol) = 29.4
- electronic energy (Eh) = -2689.4371

CARTESIAN COORDINATES (ANGSTROEM)
Y: 0.00 -1.00 -1.12
C: -2.56 4.03 0.27
N: -2.42 2.67 -0.26
C: -1.23 1.96 -0.26
N: -1.47 0.78 -0.88
C: -2.73 0.77 -1.34
C: -3.36 1.99 -0.95
C: -4.73 2.42 -1.20
C: -5.22 2.37 -2.51
C: -6.52 2.77 -2.77
C: -7.34 3.20 -1.72
C: -6.86 3.23 -0.42
C: -5.55 2.85 -0.15
C: -3.23 -0.40 -2.06
C: -4.54 -0.85 -1.92
C: -4.95 -2.02 -2.56
C: -4.06 -2.75 -3.34
C: -2.75 -2.32 -3.50
C: -2.34 -1.15 -2.85
P: 0.03 2.02 1.10
C: -0.07 0.35 1.81
N: -0.11 -0.79 1.11
C: -0.19 -1.84 1.98
C: -0.17 -1.33 3.27
N: -0.11 0.04 3.13
C: -0.13 0.99 4.25
C: -0.24 -2.03 4.55
C: -1.26 -2.96 4.75
C: -1.34 -3.65 5.95
C: -0.40 -3.42 6.95
C: 0.63 -2.50 6.75
C: 0.71 -1.81 5.55
C: -0.11 -3.18 1.39
C: -0.66 -3.40 0.11
C: -0.47 -4.61 -0.57
C: 0.28 -5.61 0.03
C: 0.79 -5.41 1.31
C: 0.61 -4.21 1.98
C: 1.38 1.87 -0.17
N: 1.61 0.67 -0.80
C: 2.88 0.64 -1.21
C: 3.53 1.84 -0.79
N: 2.59 2.53 -0.12
C: 2.78 3.83 0.54
C: 4.92 2.24 -0.97
C: 5.92 1.30 -0.73
C: 7.25 1.66 -0.86
C: 7.58 2.95 -1.26
C: 6.58 3.89 -1.53
C: 5.25 3.54 -1.38
C: 3.33 -0.42 -2.11
C: 4.23 -0.17 -3.14
C: 4.51 -1.16 -4.08
C: 3.90 -2.40 -4.02
C: 3.01 -2.68 -2.99
C: 2.72 -1.69 -2.06
H: -1.79 4.66 -0.17
H: -2.45 4.01 1.35
H: -3.54 4.40 0.00
H: -4.58 2.05 -3.32
H: -6.90 2.76 -3.78
H: -8.35 3.50 -1.93
H: -7.50 3.55 0.39
H: -5.19 2.85 0.87
H: -5.24 -0.31 -1.30
H: -5.97 -2.35 -2.44
H: -4.40 -3.65 -3.84
H: -2.08 -2.84 -4.16
H: -1.39 -0.74 -3.19
H: -0.70 0.53 5.06
H: -0.63 1.90 3.93
H: 0.88 1.20 4.58
H: -2.00 -3.13 3.98
H: -2.14 -4.36 6.12
H: -0.46 -3.95 7.88
H: 1.36 -2.33 7.52
H: 1.53 -1.11 5.39
H: -1.48 -2.77 -0.26
H: -0.95 -4.78 -1.52
H: 0.42 -6.56 -0.47
H: 1.34 -6.21 1.80
H: 1.04 -4.07 2.97
H: 3.84 3.95 0.76
H: 2.20 3.84 1.46
H: 2.45 4.64 -0.11
H: 5.67 0.29 -0.41
H: 8.03 0.94 -0.65
H: 8.62 3.23 -1.37
H: 6.85 4.88 -1.85
H: 4.48 4.26 -1.62
H: 4.69 0.80 -3.24
H: 5.22 -0.94 -4.88
H: 4.14 -3.16 -4.75
H: 2.58 -3.66 -2.89
H: 2.20 -2.04 -1.16
O: 0.22 4.09 -1.41
N: 0.16 2.98 -1.51

Mulliken atomic charge list, values in e, 5 entries: 1.55 -0.88 0.69 -0.96 -0.04

---

A structure of composition C48H40BrN5O2P2PrS2. Source: the Open Molecules 2025 dataset; level of theory: wB97M-V/def2-TZVPD.

Computed properties:
- spin multiplicity = 3
- total charge = +1
- HOMO-LUMO gap (alpha / beta) (eV) = 7.42 / 7.42
- LUMO energy (alpha / beta) (eV) = -2.904 / -2.901
- ΔE to the lowest compared entry with this formula, charge and spin (kJ/mol) = 0.0
- electronic energy (Eh) = -6847.5826

CARTESIAN COORDINATES (ANGSTROEM)
Pr: 0.09 -0.96 -0.47
O: -0.37 3.06 -3.05
C: 0.97 3.16 -3.15
C: 1.46 3.89 -4.23
C: 2.82 4.06 -4.39
C: 3.73 3.52 -3.47
C: 3.24 2.80 -2.40
C: 1.86 2.59 -2.22
C: 1.38 1.74 -1.11
O: 0.14 1.37 -1.08
N: 2.26 1.38 -0.20
N: 1.72 0.45 0.66
C: 2.27 0.23 1.77
C: 1.72 -0.85 2.61
C: 2.24 -1.10 3.86
C: 1.69 -2.12 4.64
C: 0.66 -2.87 4.11
C: 0.21 -2.57 2.84
N: 0.70 -1.57 2.11
H: -0.57 2.54 -2.25
H: 0.75 4.32 -4.92
H: 3.19 4.63 -5.24
H: 4.79 3.66 -3.60
H: 3.92 2.36 -1.68
H: 3.13 0.80 2.09
H: 3.07 -0.49 4.23
H: 2.09 -2.33 5.62
H: 0.22 -3.69 4.66
H: -0.56 -3.17 2.38
N: -1.73 0.65 0.82
C: -3.11 0.64 0.40
C: -3.79 1.84 0.20
C: -5.13 1.81 -0.14
C: -5.81 0.60 -0.23
C: -5.13 -0.58 -0.04
C: -3.76 -0.58 0.23
P: -2.76 -2.11 0.40
C: -3.47 -3.26 -0.84
C: -4.07 -2.85 -2.02
C: -4.47 -3.79 -2.98
C: -4.27 -5.14 -2.76
C: -3.67 -5.56 -1.58
C: -3.26 -4.63 -0.64
C: -3.43 -2.72 2.01
C: -2.99 -2.05 3.16
C: -3.52 -2.35 4.41
C: -4.50 -3.33 4.53
C: -4.95 -3.98 3.40
C: -4.43 -3.68 2.14
H: -1.31 1.54 0.63
H: -1.68 0.50 1.82
H: -3.27 2.78 0.32
H: -5.66 2.75 -0.30
H: -6.87 0.59 -0.46
H: -5.65 -1.53 -0.12
H: -4.25 -1.80 -2.21
H: -4.94 -3.45 -3.90
H: -4.59 -5.87 -3.50
H: -3.51 -6.62 -1.40
H: -2.77 -4.97 0.27
H: -2.23 -1.28 3.07
H: -3.17 -1.81 5.28
H: -4.91 -3.56 5.51
H: -5.73 -4.74 3.49
H: -4.82 -4.19 1.27
S: 2.71 -2.30 -0.67
P: 1.53 -3.86 -1.08
S: -0.25 -3.35 -1.86
C: 2.33 -5.06 -2.19
C: 3.49 -5.71 -1.75
C: 4.13 -6.61 -2.59
C: 3.63 -6.87 -3.86
C: 2.48 -6.22 -4.29
C: 1.83 -5.31 -3.46
C: 1.28 -4.83 0.43
C: 0.21 -5.73 0.49
C: 0.03 -6.54 1.60
C: 0.92 -6.45 2.67
C: 1.99 -5.57 2.61
C: 2.17 -4.75 1.50
H: 3.89 -5.51 -0.77
H: 5.03 -7.11 -2.25
H: 4.13 -7.58 -4.50
H: 2.09 -6.42 -5.29
H: 0.94 -4.80 -3.80
H: -0.47 -5.80 -0.35
H: -0.80 -7.23 1.65
H: 0.79 -7.08 3.54
H: 2.69 -5.50 3.45
H: 2.98 -4.03 1.47
Br: -1.79 -0.22 -2.97
C: -0.07 -0.17 -3.81
C: 0.01 0.21 -5.13
C: 1.29 0.26 -5.67
C: 2.38 -0.08 -4.88
C: 2.16 -0.46 -3.57
N: 0.94 -0.49 -3.03
H: -0.87 0.47 -5.69
H: 1.42 0.57 -6.70
H: 3.39 -0.05 -5.27
H: 2.98 -0.73 -2.92

Mulliken atomic charge list, values in e, 5 entries: -0.36 -0.78 0.74 -0.63 -0.30

---

A cluster of 9 separate species, C48H41ClF8N in total. Source: the Open Molecules 2025 dataset; level of theory: wB97M-V/def2-TZVPD.

Computed properties:
- total charge = -1
- HOMO-LUMO gap (eV) = 4.72
- LUMO energy (eV) = 2.167
- electronic energy (Eh) = -3167.5207

CARTESIAN COORDINATES (ANGSTROEM)
N: -2.11 3.30 0.65
Cl: -1.22 2.54 1.96
H: -2.97 3.63 1.08
F: -2.81 6.56 -1.32
C: -1.51 6.65 -1.67
C: -0.62 5.70 -1.20
C: 0.72 5.80 -1.57
C: 1.14 6.84 -2.38
C: 0.23 7.79 -2.84
C: -1.11 7.69 -2.48
H: -0.97 4.89 -0.55
H: 1.42 5.06 -1.22
H: 2.19 6.91 -2.67
H: 0.57 8.60 -3.47
H: -1.83 8.41 -2.83
F: 0.21 -0.16 -0.27
C: -0.59 -0.25 -1.36
C: -0.55 -1.40 -2.12
C: -1.37 -1.51 -3.24
C: -2.22 -0.46 -3.57
C: -2.25 0.69 -2.79
C: -1.43 0.80 -1.67
H: 0.13 -2.21 -1.85
H: -1.35 -2.40 -3.84
H: -2.86 -0.54 -4.44
H: -2.91 1.51 -3.05
H: -1.45 1.69 -1.04
F: 5.52 1.14 1.68
C: 4.81 0.01 1.50
C: 5.43 -1.21 1.74
C: 4.71 -2.38 1.55
C: 3.39 -2.32 1.12
C: 2.79 -1.09 0.88
C: 3.50 0.08 1.07
H: 6.46 -1.23 2.07
H: 5.18 -3.34 1.74
H: 2.83 -3.24 0.97
H: 1.76 -1.04 0.54
H: 3.05 1.05 0.90
F: -5.08 2.49 0.99
C: -5.85 3.55 0.73
C: -6.94 3.81 1.54
C: -7.73 4.92 1.26
C: -7.44 5.73 0.17
C: -6.34 5.45 -0.63
C: -5.54 4.35 -0.36
H: -7.16 3.16 2.38
H: -8.58 5.14 1.89
H: -8.06 6.59 -0.04
H: -6.11 6.08 -1.48
H: -4.68 4.12 -0.96
F: -4.64 -0.89 -1.72
C: -5.29 -1.27 -0.61
C: -4.93 -0.69 0.60
C: -5.60 -1.07 1.75
C: -6.60 -2.03 1.69
C: -6.94 -2.61 0.47
C: -6.28 -2.22 -0.69
H: -4.15 0.06 0.62
H: -5.34 -0.61 2.70
H: -7.12 -2.33 2.59
H: -7.72 -3.36 0.42
H: -6.54 -2.65 -1.65
F: 5.30 -5.32 0.06
C: 6.60 -5.18 -0.28
C: 7.51 -6.12 0.16
C: 8.85 -5.97 -0.18
C: 9.25 -4.89 -0.96
C: 8.32 -3.95 -1.39
C: 6.98 -4.10 -1.05
H: 7.18 -6.95 0.77
H: 9.58 -6.70 0.15
H: 10.30 -4.78 -1.22
H: 8.64 -3.11 -1.98
H: 6.24 -3.38 -1.38
F: 9.65 -0.26 -1.21
C: 8.85 0.80 -1.46
C: 7.78 1.04 -0.62
C: 6.96 2.13 -0.88
C: 7.22 2.96 -1.97
C: 8.30 2.70 -2.80
C: 9.13 1.61 -2.54
H: 7.59 0.38 0.22
H: 6.12 2.34 -0.23
H: 6.57 3.80 -2.17
H: 8.50 3.33 -3.65
H: 9.98 1.39 -3.17
F: -6.73 -7.03 2.17
C: -6.06 -6.43 3.17
C: -5.28 -5.32 2.90
C: -4.59 -4.71 3.94
C: -4.68 -5.22 5.23
C: -5.46 -6.34 5.48
C: -6.16 -6.95 4.45
H: -5.22 -4.94 1.89
H: -3.99 -3.83 3.74
H: -4.14 -4.74 6.04
H: -5.52 -6.74 6.49
H: -6.78 -7.82 4.63

Mulliken atomic charge list, values in e, 5 entries: -0.66 -0.36 0.05 -0.25 0.15

---

Question: Which value of total charge does entry 3 give?
Answer: -1

---

Question: What is the formula in the first record?
Answer: C48H39N7OPY

---

Question: What is the formula in the second record?
Answer: C48H40BrN5O2P2PrS2